# C19H27N5O3ReSeSi

C19H27N5O3ReSeSi as an isolated structure at a distorted geometry (ωB97M-V with the def2-TZVPD basis set, the Open Molecules 2025 dataset).

Each line ends with the Mulliken spin population.
Atoms and positions in Å:
Re -0.779 -1.049 -0.686  0.94
C -3.288 -1.270 -4.185  0.00
C -2.184 -1.335 -3.198  -0.07
N -2.243 -0.774 -1.995  0.02
N -3.315 -0.053 -1.644  0.03
C -3.172 0.462 -0.435  0.01
O -2.125 0.171 0.273  0.00
C -4.133 1.437 0.049  0.01
C -5.429 1.500 -0.467  0.00
C -6.284 2.494 -0.033  0.00
C -5.847 3.440 0.886  0.00
C -4.567 3.367 1.419  0.00
C -3.716 2.360 1.013  0.00
C -0.944 -2.037 -3.412  0.07
C -0.566 -2.628 -4.622  -0.02
C 0.645 -3.279 -4.715  0.05
C 1.469 -3.334 -3.591  -0.03
C 1.055 -2.730 -2.425  0.07
N -0.116 -2.082 -2.311  -0.07
H -4.100 -0.670 -3.786  0.00
H -3.656 -2.272 -4.408  0.00
H -2.958 -0.822 -5.120  0.00
H -5.747 0.749 -1.174  0.00
H -7.294 2.535 -0.411  0.00
H -6.511 4.234 1.188  0.00
H -4.239 4.096 2.145  0.00
H -2.719 2.278 1.424  0.00
H -1.214 -2.540 -5.478  0.00
H 0.961 -3.722 -5.645  0.00
H 2.429 -3.821 -3.630  0.00
H 1.684 -2.745 -1.542  0.00
C 1.525 -2.612 3.137  0.00
O 1.599 -1.204 2.847  0.00
C 1.049 -0.782 1.746  -0.02
O 0.455 -1.402 0.885  0.03
N 2.992 1.156 1.107  0.00
N 0.555 1.280 -0.057  0.03
H 2.270 -2.808 3.904  0.00
H 1.747 -3.196 2.243  0.00
H 0.527 -2.856 3.503  0.00
H 3.204 1.967 0.534  0.00
H 1.258 1.377 -0.786  0.00
H -0.142 2.015 -0.148  0.00
C 5.479 2.462 1.900  0.00
Si 4.310 1.071 2.425  0.00
C 5.009 -0.684 2.271  0.00
C 3.395 1.424 4.049  0.00
Se 1.302 1.220 1.620  -0.01
H 6.336 2.486 2.565  0.00
H 5.010 3.444 1.950  0.00
H 5.864 2.318 0.893  0.00
H 5.993 -0.710 2.731  0.00
H 5.129 -0.990 1.236  0.00
H 4.407 -1.433 2.776  0.00
H 4.102 1.562 4.861  0.00
H 2.735 0.609 4.338  0.00
H 2.795 2.331 3.985  0.00

Net charge: +2
HOMO (spin up / spin down) in eV: -13.08 / -12.85
Max |F| in eV/A: 2.61
HOMO-LUMO gap (spin up / spin down) in hartree: 0.229 / 0.219
Energy relative to the best compared isomer or geometry (same formula, charge and spin) in kJ/mol: 383.5
Multiplicity: 2

# C19H28AlN2O2

C19H28AlN2O2 as an isolated structure at a distorted geometry (ωB97M-V with the def2-TZVPD basis set, the Open Molecules 2025 dataset).

Each line ends with the natural charge from an NBO analysis.
Atoms and positions in Å:
C -0.108 -0.777 5.685  -0.66
C -0.450 -1.453 4.231  -0.03
C -1.138 -2.956 4.250  -0.24
C -1.563 -3.822 2.918  -0.26
C -1.237 -3.165 1.452  -0.25
C -0.558 -1.671 1.426  -0.23
C -0.171 -0.768 2.758  0.02
C 0.472 0.774 2.674  -0.47
C -0.462 1.590 1.609  0.05
O -1.154 2.844 2.057  -0.97
Al -2.193 3.121 0.464  1.98
C -2.768 5.027 -0.021  -1.31
N -3.833 2.141 0.882  -1.42
O -0.987 2.232 -0.740  -0.98
C 0.186 2.024 0.131  0.07
C 1.499 1.221 -0.424  -0.43
C 1.937 1.658 -1.944  -0.40
C 1.011 0.727 -2.970  -0.43
C 2.005 0.022 -4.075  -0.21
N 1.920 -1.492 -4.126  -0.41
C 2.637 -2.529 -3.274  -0.08
C 2.263 -4.081 -3.734  -0.33
C 1.199 -3.876 -4.993  -0.33
C 1.055 -2.231 -5.127  -0.08
H 0.217 0.350 5.645  0.24
H -0.978 -0.943 6.451  0.23
H 0.830 -1.365 6.130  0.22
H -1.369 -3.445 5.295  0.21
H -2.082 -4.875 2.939  0.23
H -1.491 -3.673 0.404  0.24
H -0.315 -1.156 0.380  0.24
H 1.620 0.710 2.358  0.22
H 0.462 1.324 3.710  0.24
H -1.413 0.972 1.233  0.18
H -2.251 5.282 -1.067  0.21
H -2.483 5.826 0.798  0.22
H -3.945 4.979 -0.212  0.22
H -4.523 2.785 1.363  0.35
H -3.617 1.421 1.631  0.35
H 0.545 3.149 0.303  0.15
H 1.400 0.045 -0.373  0.19
H 2.399 1.500 0.306  0.20
H 1.787 2.799 -2.158  0.22
H 3.089 1.437 -2.050  0.18
H 0.380 -0.047 -2.351  0.24
H 0.282 1.480 -3.510  0.23
H 3.137 0.298 -3.911  0.21
H 1.660 0.428 -5.143  0.21
H 3.393 -2.329 -2.390  0.24
H 2.652 -5.104 -3.303  0.24
H 0.660 -4.698 -5.649  0.24
H 0.391 -1.710 -5.939  0.23

Net charge: -1
HOMO in eV: -4.70
Max |F| in eV/A: 6.15
HOMO-LUMO gap in hartree: 0.275

# C19H28BN8O2SeV

C19H28BN8O2SeV as an isolated structure at a distorted geometry (ωB97M-V with the def2-TZVPD basis set, the Open Molecules 2025 dataset).

Each line ends with the Mulliken spin population.
Atoms and positions in Å:
V 1.074 -0.356 -0.504  2.92
C 2.374 -0.521 2.863  0.00
C 0.898 -0.427 2.828  0.01
C -0.097 -0.562 3.794  0.00
C -1.265 -0.283 3.133  0.01
C -2.711 -0.314 3.582  0.00
N -0.985 -0.108 1.828  -0.01
N 0.345 -0.150 1.656  0.03
B -1.960 0.168 0.667  -0.05
N -1.926 -1.133 -0.240  -0.01
N -0.720 -1.655 -0.503  0.01
C -0.942 -2.835 -1.118  0.00
C 0.244 -3.715 -1.487  0.03
C -2.336 -3.030 -1.310  0.00
C -2.889 -1.878 -0.742  0.02
C -4.338 -1.542 -0.525  0.00
N -1.501 1.428 -0.016  0.02
N -0.303 1.476 -0.698  -0.07
C -0.190 2.714 -1.151  0.01
C 0.935 3.113 -1.970  0.02
C -1.317 3.471 -0.830  0.01
C -2.110 2.621 -0.079  0.00
C -3.493 2.866 0.403  0.00
H 2.789 -1.228 3.543  0.00
H 2.822 0.462 3.021  0.00
H 2.660 -0.849 1.854  0.01
H -0.012 -0.717 4.857  0.00
H -2.679 -0.498 4.680  0.00
H -3.252 -1.080 3.061  0.00
H -3.228 0.587 3.327  0.00
H -3.019 0.432 1.136  0.00
H 0.129 -4.700 -1.013  0.00
H 1.154 -3.197 -1.251  -0.02
H 0.194 -3.855 -2.573  0.00
H -2.795 -3.849 -1.805  0.00
H -4.436 -0.514 -0.167  0.00
H -4.784 -2.234 0.180  0.00
H -4.951 -1.500 -1.421  0.00
H 1.618 3.634 -1.351  0.00
H 0.682 3.827 -2.793  0.00
H 1.407 2.260 -2.476  -0.01
H -1.436 4.512 -1.020  0.00
H -3.727 3.871 0.040  0.00
H -3.628 2.785 1.492  0.00
H -4.172 2.135 -0.126  0.00
N 2.837 0.977 -0.416  0.03
C 4.101 0.804 -1.116  0.00
C 4.486 -0.661 -1.277  0.03
C 3.963 -1.536 -0.084  -0.01
O 4.684 -1.995 0.789  0.01
O 2.676 -1.692 -0.133  0.01
H 2.611 1.974 -0.347  0.01
H 3.086 0.710 0.542  0.00
H 4.885 1.306 -0.615  0.00
H 4.073 1.293 -2.122  0.00
H 5.575 -0.786 -1.394  0.00
H 4.011 -1.064 -2.186  0.00
Se 0.429 -0.520 -3.474  -0.01
C 1.821 0.449 -4.218  0.00
N 2.640 1.111 -4.725  0.00

Net charge: -1
HOMO (spin up / spin down) in eV: -4.21 / -4.63
Max |F| in eV/A: 2.21
HOMO-LUMO gap (spin up / spin down) in hartree: 0.245 / 0.260
Energy relative to the best compared isomer or geometry (same formula, charge and spin) in kJ/mol: 51.6
Multiplicity: 4

# C19H28Be2Br5Cl8IN4O8P2S

C19H28Be2Br5Cl8IN4O8P2S as an isolated structure at a distorted geometry (ωB97M-V with the def2-TZVPD basis set, the Open Molecules 2025 dataset).

Each line ends with the Mulliken charge.
Atoms and positions in Å:
C 0.042 4.833 2.934  -0.88
P -1.470 3.743 3.261  0.07
O -2.714 4.418 2.347  -0.42
N -0.951 2.190 2.555  0.24
C -0.857 1.869 1.151  -0.68
I -1.350 3.097 -0.512  0.25
C -0.342 0.524 1.124  0.72
Br 0.047 -0.389 -0.521  -0.01
N -0.139 0.017 2.423  0.32
C 0.386 -1.240 3.003  -0.10
C 0.337 -2.539 2.116  -0.67
N 0.934 -3.642 2.952  -0.59
C -0.521 1.063 3.265  0.09
C -0.482 1.135 4.776  0.09
C 0.282 2.127 5.562  0.06
C 0.221 2.095 6.996  -0.63
N -0.431 1.240 7.857  -0.60
C -1.089 0.311 7.085  -0.33
C -1.195 0.179 5.655  -0.24
H -0.046 5.849 3.395  0.38
H 0.229 4.956 1.831  0.29
H 0.963 4.353 3.371  0.23
H -2.588 5.389 2.345  0.32
H 1.418 -1.058 3.428  0.30
H -0.254 -1.460 3.909  0.05
H -0.685 -2.800 1.732  0.23
H 1.078 -2.390 1.278  0.40
H 0.875 -3.301 3.924  0.25
H 1.948 -3.618 2.753  0.23
H 0.894 2.893 5.034  0.28
H 0.805 2.906 7.516  0.31
H -1.639 -0.470 7.682  0.30
H -1.807 -0.636 5.204  0.47
Br 1.233 -3.383 -5.976  -0.27
C 0.501 -2.220 -4.520  -0.81
C 1.591 -1.619 -3.663  0.08
Br 2.321 -2.926 -2.403  -0.14
H -0.193 -2.832 -3.957  0.47
H -0.052 -1.429 -5.043  0.42
H 1.178 -0.824 -3.038  -0.04
H 2.466 -1.218 -4.254  0.29
Br -1.982 -1.094 -4.395  -0.82
O -5.984 -4.105 -7.101  -0.51
C -5.363 -3.002 -6.922  0.06
C -3.878 -3.083 -7.727  -0.18
O -3.256 -1.999 -7.532  -0.32
H -5.103 -2.723 -5.887  0.19
H -5.837 -2.082 -7.305  0.16
H -4.131 -3.343 -8.772  0.24
H -3.404 -4.013 -7.368  0.27
Be 2.167 -5.532 -6.983  -0.13
C 3.887 -0.137 7.808  0.25
Cl 4.433 -0.657 9.415  -0.12
Cl 2.137 0.140 7.835  -0.02
Cl 4.710 1.372 7.361  -0.03
Cl 4.271 -1.392 6.618  -0.07
C -2.540 1.943 -7.522  -0.83
S -3.853 1.884 -6.281  0.59
O -4.930 1.008 -6.814  -0.61
C -4.400 3.593 -6.498  -0.98
H -2.082 0.953 -7.582  0.20
H -2.957 2.212 -8.495  0.45
H -1.791 2.674 -7.217  0.28
H -4.705 3.761 -7.533  0.28
H -3.588 4.272 -6.231  0.35
H -5.249 3.767 -5.837  0.31
Be -0.106 2.093 -8.137  -0.06
C 6.189 4.086 4.442  0.36
Cl 5.887 2.526 3.660  -0.07
Cl 5.167 5.330 3.695  -0.10
Cl 5.804 3.965 6.169  -0.10
Cl 7.895 4.527 4.246  -0.09
Br 3.146 -1.966 -5.772  -0.65
O 2.880 -6.937 2.538  -0.49
P 3.703 -6.036 1.619  0.85
O 4.038 -4.735 2.353  -0.51
O 2.885 -5.725 0.368  -0.35
O 4.997 -6.735 1.208  -0.53

Net charge: -2
HOMO in eV: -0.46
Max |F| in eV/A: 8.00
HOMO-LUMO gap in hartree: 0.047